1.
{"formula": "C8H10ClFSi", "method": "ωB97M-V/def2-TZVPD", "lumo_ev": 0.812, "homo_lumo_gap_ev": 9.98, "smiles": "C[Si](C)(F)c1cccc(Cl)c1", "max_force_ha_per_bohr": 0.0306, "elements": ["F", "Cl", "C", "C", "C", "C", "C", "C", "C", "C", "Si", "H", "H", "H", "H", "H", "H", "H", "H", "H", "H"], "positions_angstrom": [[-1.5335, 0.5083, 2.1708], [1.9641, -0.4462, -3.5826], [-1.5774, 0.6346, -2.1664], [-0.5368, 0.3984, -3.0506], [-1.4148, 0.5282, -0.7880], [0.9453, 0.0971, -1.1510], [0.7149, 0.0749, -2.5447], [-0.1378, 0.2541, -0.2617], [1.2784, 0.9728, 2.3776], [-0.1060, -1.8574, 1.8428], [-0.1292, 0.0093, 1.5823], [-2.5563, 0.8810, -2.5530], [-0.7507, 0.4853, -4.0951], [-2.2774, 0.6042, -0.1367], [1.9596, -0.0695, -0.8374], [1.5441, 1.7051, 1.6222], [0.9674, 1.5157, 3.2744], [2.0750, 0.2660, 2.6283], [-0.6652, -2.0522, 2.7469], [0.9192, -2.1971, 1.8915], [-0.6829, -2.3127, 1.0303]], "forces_ev_per_a": [[-0.346, 0.288, -0.008], [0.599, 0.031, -0.511], [-0.252, 0.068, 0.403], [-0.096, 0.086, 0.580], [0.665, -0.359, -0.610], [-1.023, -0.168, -0.739], [-0.663, 0.290, 1.399], [-0.282, 0.555, -0.480], [-0.877, -0.444, -0.002], [-0.586, 1.103, -0.243], [0.941, -0.728, 0.126], [-0.040, 0.006, -0.127], [0.249, -0.183, -0.501], [0.083, 0.151, -0.014], [0.198, -0.169, 0.360], [0.563, 0.088, 0.023], [0.041, -0.181, -0.045], [0.160, 0.400, -0.134], [0.165, -0.299, 0.502], [0.099, -0.452, 0.004], [0.401, -0.082, 0.017]]}


2.
{"formula": "C3H5O3S2", "method": "ωB97M-V/def2-TZVPD", "lumo_ev": [3.172, 2.957], "homo_lumo_gap_ev": [7.49, 5.47], "max_force_ha_per_bohr": 0.0663, "charge": -1, "elements": ["C", "C", "C", "O", "O", "O", "S", "S", "H", "H", "H", "H", "H"], "positions_angstrom": [[1.1553, -1.3537, -0.4367], [0.8934, -0.9395, 0.8617], [-1.3617, 0.8125, -0.6709], [1.7826, -0.4626, -1.2915], [0.9385, -2.4520, -0.9471], [1.2589, 0.1949, 1.4753], [-0.4167, 2.0398, -0.0226], [-3.1100, 0.6761, -0.3114], [0.3675, -1.6035, 1.5205], [-0.7784, -0.0028, -0.8963], [0.9533, 0.9898, 0.8253], [1.5966, 0.4209, -0.8618], [-3.2792, 1.6801, 0.7556]], "forces_ev_per_a": [[1.136, -0.824, -3.105], [-0.597, 0.191, 2.292], [-1.284, 1.862, 1.362], [-0.688, 1.640, 1.548], [-0.380, -0.042, 1.094], [-0.103, 0.545, -1.686], [0.405, 1.099, -0.038], [0.232, 1.205, 1.163], [-0.126, -0.554, -0.018], [0.252, -2.415, -0.918], [-0.062, -0.432, 1.045], [0.562, -0.637, -1.015], [0.653, -1.638, -1.724]]}


3.
{"formula": "C19H21N3O3S2", "method": "ωB97M-V/def2-TZVPD", "lumo_ev": 0.332, "homo_lumo_gap_ev": 9.34, "smiles": "Cc1cccc(CCNC(=O)CNS(=O)(=O)c2ccc3nc(C)sc3c2)c1", "max_force_ha_per_bohr": 0.0222, "elements": ["C", "C", "C", "C", "C", "C", "C", "H", "H", "H", "C", "H", "H", "C", "N", "C", "O", "C", "N", "S", "O", "O", "C", "C", "C", "C", "C", "C", "H", "H", "N", "C", "C", "H", "H", "H", "S", "H", "H", "H", "H", "H", "H", "H", "H", "H", "H", "H"], "positions_angstrom": [[5.2628, 0.8799, -1.7908], [3.8046, 0.9593, -1.4547], [3.2392, 0.1140, -0.5113], [1.8870, 0.1760, -0.2008], [1.0926, 1.1127, -0.8494], [1.6431, 1.9622, -1.7932], [2.9899, 1.8871, -2.0941], [3.4165, 2.5501, -2.8326], [1.0164, 2.6839, -2.2960], [0.0379, 1.1708, -0.6224], [1.3049, -0.7215, 0.8541], [0.2964, -1.0340, 0.5786], [1.9212, -1.6136, 0.9733], [1.2233, -0.0032, 2.2107], [0.3308, 1.1343, 2.1659], [-0.9717, 1.0293, 2.4881], [-1.4741, 0.0260, 2.9543], [-1.7940, 2.3033, 2.2789], [-3.2018, 2.0442, 2.4362], [-4.0071, 1.6473, 1.0261], [-3.6939, 2.6774, 0.0780], [-5.3703, 1.4124, 1.3856], [-3.2694, 0.1202, 0.4451], [-2.4773, 0.1717, -0.6802], [-1.8622, -1.0017, -1.0825], [-2.0393, -2.2037, -0.3531], [-2.8654, -2.2213, 0.7689], [-3.4798, -1.0512, 1.1608], [-4.1286, -1.0225, 2.0205], [-2.9997, -3.1426, 1.3109], [-1.3441, -3.2655, -0.8524], [-0.6650, -2.9693, -1.8902], [0.1886, -3.9128, -2.6420], [1.2120, -3.5427, -2.6821], [0.1687, -4.8838, -2.1553], [-0.1720, -4.0124, -3.6649], [-0.7928, -1.2796, -2.4212], [-2.3703, 1.1019, -1.2154], [-3.3829, 1.3590, 3.1588], [-1.6560, 2.7126, 1.2758], [-1.4797, 3.0556, 3.0120], [0.6580, 1.9574, 1.6847], [0.8252, -0.6887, 2.9615], [2.2140, 0.3422, 2.5158], [3.8625, -0.6131, -0.0085], [5.3938, 0.5778, -2.8294], [5.7352, 1.8533, -1.6675], [5.7729, 0.1611, -1.1547]], "forces_ev_per_a": [[-0.002, 0.010, -0.039], [0.001, 0.030, 0.005], [-0.052, 0.080, -0.063], [-0.108, -0.128, 0.047], [0.029, 0.026, 0.010], [-0.012, 0.086, -0.022], [0.013, -0.026, 0.008], [0.049, 0.080, -0.088], [-0.057, 0.077, -0.061], [-0.102, -0.031, 0.012], [0.035, 0.171, 0.186], [-0.011, -0.066, -0.006], [-0.016, -0.054, -0.022], [-0.032, -0.316, 0.008], [0.283, 0.147, -0.031], [0.060, 0.379, -0.028], [-0.062, -0.186, 0.219], [0.172, -0.017, 0.051], [-0.588, -0.082, -0.655], [-0.092, 0.087, 0.233], [0.285, -0.123, -0.048], [0.107, -0.302, 0.227], [-0.283, 0.671, 0.045], [0.036, 0.147, -0.083], [0.009, -0.394, 0.116], [-0.143, 1.094, -0.290], [-0.042, 0.140, -0.021], [-0.079, -0.263, 0.008], [-0.049, -0.091, 0.152], [-0.036, -0.102, 0.087], [0.107, -1.021, 0.301], [-0.016, 0.796, -0.332], [0.153, -0.139, -0.158], [0.078, -0.037, -0.027], [0.003, -0.015, 0.010], [0.021, -0.050, -0.064], [-0.152, -0.457, 0.312], [0.036, 0.104, -0.082], [-0.105, -0.144, 0.082], [0.250, 0.085, 0.108], [0.024, -0.074, -0.151], [-0.136, 0.010, 0.023], [0.134, 0.093, -0.021], [-0.056, -0.064, 0.025], [0.088, -0.097, 0.054], [0.086, -0.026, -0.049], [0.092, 0.024, 0.000], [0.080, -0.031, 0.014]]}


4.
{"formula": "C7H12OS", "method": "ωB97M-V/def2-TZVPD", "lumo_ev": [0.779, -2.844], "homo_lumo_gap_ev": [5.39, 6.21], "multiplicity": 3, "max_force_ha_per_bohr": 0.0829, "elements": ["C", "C", "C", "C", "C", "C", "C", "O", "S", "H", "H", "H", "H", "H", "H", "H", "H", "H", "H", "H", "H"], "positions_angstrom": [[0.2281, -0.3300, -0.2892], [-0.7673, -1.1446, 0.0267], [0.9420, 0.9423, -0.1109], [-1.0922, -2.3108, -0.8861], [-1.6073, -0.9108, 1.2315], [1.9781, 0.9179, 0.9582], [0.1354, 2.2178, -0.3544], [1.0282, 0.7025, -2.8107], [1.4745, 0.0610, -1.5302], [-0.3101, -3.0942, -0.8452], [-1.9435, -2.8298, -0.4675], [-1.3444, -1.8809, -1.8515], [-2.3616, -0.3706, 0.8604], [-1.7694, -1.8401, 1.6874], [-1.1543, -0.3953, 2.0770], [2.8008, 1.4132, 0.5804], [2.1427, -0.0948, 1.1559], [1.7190, 1.3552, 1.9238], [-0.6892, 2.2876, 0.2346], [-0.2218, 2.2736, -1.3683], [0.8124, 3.0306, -0.2218]], "forces_ev_per_a": [[2.251, 0.802, -0.160], [-0.042, -1.767, -0.455], [-1.953, 0.651, 0.074], [0.263, 0.098, 1.356], [3.420, -0.475, 0.952], [-1.322, 0.558, 1.270], [2.550, -0.605, -1.672], [0.077, 1.085, -1.265], [-0.923, -1.979, 0.164], [-0.030, 0.550, -0.727], [-0.564, 0.019, -0.113], [0.249, -0.620, -0.493], [-3.876, 1.704, -0.479], [-1.259, -1.472, 0.276], [0.441, 0.654, -0.342], [2.165, 0.943, -0.430], [0.901, -1.501, 0.313], [-0.412, 0.320, -0.166], [-2.209, 0.209, 2.158], [-0.006, -0.183, -0.538], [0.279, 1.008, 0.278]]}


5.
{"formula": "C3H10N3", "method": "ωB97M-V/def2-TZVPD", "lumo_ev": -3.679, "homo_lumo_gap_ev": 9.47, "smiles": "CNCNC=[NH2+]", "max_force_ha_per_bohr": 0.0952, "charge": 1, "elements": ["C", "C", "C", "N", "N", "N", "H", "H", "H", "H", "H", "H", "H", "H", "H", "H"], "positions_angstrom": [[0.3511, 1.1036, -0.0528], [-1.8096, 0.1932, -0.4739], [2.1537, -0.6477, 0.3655], [-0.9170, 0.5970, 0.3713], [-2.8949, -0.4198, -0.1763], [1.2690, 0.1428, -0.5215], [0.1824, 1.7703, -0.7814], [0.9744, 1.5610, 0.7399], [-1.8087, 0.5445, -1.5355], [3.0002, -0.1560, 0.6697], [1.7431, -1.1690, 1.2088], [2.4721, -1.5219, -0.1852], [-1.2453, 0.3446, 1.2706], [-3.0883, -0.8745, 0.7362], [-3.4422, -0.7296, -0.9840], [0.8947, -0.4507, -1.2545]], "forces_ev_per_a": [[3.658, -1.577, 2.850], [0.498, 2.154, -2.250], [-1.948, -1.415, -1.329], [-1.808, -0.809, 0.027], [-2.085, -2.160, 0.488], [0.533, -1.687, -0.506], [-0.798, 2.662, -2.636], [-1.363, 0.362, 0.106], [0.750, -0.488, 0.846], [1.932, 1.596, 0.611], [-0.992, 0.323, 0.877], [0.369, 0.072, -0.653], [0.980, 0.072, 1.697], [0.175, 0.536, -0.952], [-0.088, 0.134, 0.816], [0.186, 0.223, 0.009]]}


6.
{"formula": "C8H13NOSi", "method": "ωB97M-V/def2-TZVPD", "lumo_ev": -1.552, "homo_lumo_gap_ev": 7.98, "smiles": "CC(=O)/C=C(/C#N)[Si](C)(C)C", "max_force_ha_per_bohr": 0.1323, "elements": ["C", "C", "C", "C", "C", "C", "C", "C", "N", "O", "Si", "H", "H", "H", "H", "H", "H", "H", "H", "H", "H", "H", "H", "H"], "positions_angstrom": [[1.0681, -2.3704, 0.4043], [-1.1032, -1.5489, 0.4071], [0.3199, -1.2492, 0.2986], [-1.9593, -0.4755, 0.0236], [-3.3642, -0.8846, -0.3209], [2.8221, 0.4319, -0.0312], [0.6542, 1.6925, 1.6753], [0.5376, 1.0652, -1.7671], [1.7861, -3.2893, 0.4156], [-1.5464, 0.6616, 0.0194], [0.8560, 0.5419, 0.0802], [-1.3988, -2.5964, 0.4793], [-4.1131, -0.4033, 0.3318], [-3.5352, -0.4823, -1.2887], [-3.5428, -1.8965, -0.2321], [3.1658, -0.2176, -0.8906], [3.0478, 1.4980, -0.1964], [3.2895, 0.0489, 0.8487], [0.4914, 1.1825, 2.5736], [1.4178, 2.5108, 1.9602], [-0.3040, 2.3317, 1.5583], [0.3087, 2.1551, -1.7895], [1.4877, 0.8113, -2.3404], [-0.3855, 0.4825, -2.2193]], "forces_ev_per_a": [[3.612, -3.206, 0.049], [5.512, -0.189, -0.790], [-6.718, 0.734, 0.805], [-1.636, -0.802, 1.017], [-0.123, 2.709, 0.809], [-1.547, -0.383, -1.233], [-1.044, 2.896, -1.816], [-0.992, -0.961, -0.171], [-1.078, 1.066, 0.098], [0.087, 0.991, -0.239], [2.372, 1.252, -0.161], [-0.214, 0.415, 0.108], [0.498, 0.148, -0.090], [-0.465, 0.019, -1.102], [-0.096, -2.199, -0.213], [-0.352, 0.895, 0.740], [0.469, -0.430, -0.015], [0.401, 0.001, 0.762], [-0.206, -1.293, 1.290], [-0.587, -1.579, -1.038], [1.289, -1.083, 0.021], [0.211, -0.744, -0.259], [-1.339, 0.482, 0.636], [1.946, 1.260, 0.791]]}